10
Properties=species:S:1:pos:R:3:forces:R:3 method="wB97M-V/def2-TZVPD" relative_energy_kj_mol=42.13 molar_mass_g_mol=106.5 gap_ha=0.36594 smiles="C=C/C=C(/F)Cl" homo_ev=-9.22
C 0.03178 -0.41426 -0.60311 0.5197 -0.3138 -2.3934
C -0.99552 -0.13360 0.18888 0.9950 -0.3067 1.3821
C -0.82018 0.61426 1.48820 -1.5472 -0.2762 -0.7663
C -1.83511 1.08010 2.24004 2.7420 0.7740 1.2178
H -1.90664 -0.68259 -0.12317 0.3634 0.9150 0.4027
H 0.18499 0.84032 1.83023 0.0117 -0.0365 -0.4241
H -1.48222 1.71702 3.11664 -0.9364 -0.9939 -1.0725
H -2.87002 0.89255 2.13140 -0.8113 -0.0908 -0.4046
F -0.25143 -1.04865 -1.81387 0.4816 0.5228 1.5800
Cl 1.76771 -0.01226 -0.61849 -1.8185 -0.1939 0.4782


49
Properties=species:S:1:pos:R:3:forces:R:3 method="wB97M-V/def2-TZVPD" relative_energy_kj_mol=55.62 molar_mass_g_mol=555.5 gap_ha=0.27743 homo_ev=-7.38
Pd 0.11821 -0.40268 0.63144 -0.6431 0.6046 -0.9742
C 3.13600 0.59801 -0.91973 -0.1212 -0.0650 -0.0291
N 2.62228 -0.57877 -0.23188 0.4106 -0.0603 -0.0471
C 3.35248 -0.76920 1.01569 -0.0648 0.0231 -0.0632
C 2.69369 -1.76220 -1.07420 -0.0981 0.0613 0.0639
C 1.74741 -2.86420 -0.62116 -0.0317 -0.0021 -0.0619
N 0.32359 -2.48779 -0.63233 0.2053 0.1015 0.2669
C -0.12307 -2.23181 -2.00072 -0.0610 0.0259 -0.0405
C -0.45593 -3.58941 -0.06917 -0.0004 -0.0224 -0.0185
H 4.20131 0.49300 -1.17833 0.0000 0.0168 -0.0036
H 3.01069 1.47256 -0.28277 -0.0022 0.0063 0.0169
H 2.56803 0.76423 -1.83652 0.0105 0.0047 -0.0025
H 4.43119 -0.89887 0.83422 0.0047 -0.0086 0.0192
H 2.98107 -1.64152 1.55157 -0.0091 -0.0152 0.0020
H 3.20458 0.09843 1.65768 0.0008 0.0232 0.0038
H 3.71540 -2.17485 -1.10352 -0.0011 -0.0311 -0.0109
H 2.44962 -1.47193 -2.09748 0.0031 0.0101 0.0047
H 1.99465 -3.19012 0.38994 0.0032 0.0348 0.0304
H 1.89759 -3.73042 -1.28313 -0.0024 -0.0405 0.0193
H 0.15917 -3.05952 -2.66613 -0.0062 -0.0045 -0.0009
H 0.29993 -1.30449 -2.38166 0.0188 -0.0065 0.0111
H -1.20753 -2.13939 -2.01520 -0.0066 -0.0053 0.0128
H -0.33047 -4.50842 -0.65785 0.0193 0.0002 -0.0055
H -1.50990 -3.32208 -0.04951 -0.0020 -0.0014 -0.0022
H -0.13179 -3.78419 0.95250 -0.0210 -0.0192 0.0025
I -2.07761 -1.27195 2.22803 -0.2871 -0.2376 0.3865
C 0.06754 -1.19475 2.36882 0.2697 -0.2573 0.4726
H 0.42948 -2.21618 2.47291 0.0864 0.0365 0.0987
H 0.31730 -0.54592 3.20042 0.0412 -0.1253 0.1057
C -1.00079 1.79643 -1.65224 -0.1481 -0.1539 -0.1168
As -1.36250 2.50873 1.04965 0.2481 0.2338 0.0976
C -2.54347 2.39583 2.56196 -0.0855 -0.0382 -0.0379
C -1.34236 4.38424 0.62851 0.0353 0.0083 0.0007
S 0.61473 1.84435 1.54010 -0.1140 -0.3634 -0.0312
H -0.01109 2.20959 -1.49385 0.0335 0.0123 0.0244
H -1.84411 -0.08148 -1.49330 -0.0526 -0.0119 0.0073
H -1.40781 1.89939 -2.65115 0.0111 -0.0246 -0.0063
H -3.51255 2.02407 2.23630 0.0114 -0.0035 -0.0324
H -2.63853 3.40287 2.96270 -0.0192 0.0022 0.0616
H -2.09861 1.73291 3.29590 -0.0294 -0.0143 0.0375
H -2.36872 4.70465 0.45510 0.0012 -0.0074 0.0192
H -0.75657 4.53726 -0.27463 0.0302 0.0014 0.0069
H -0.89662 4.92588 1.45946 -0.0093 0.0562 0.0005
B -3.59321 1.79523 -0.77918 -0.1026 -0.1582 -0.0793
C -1.99575 1.70567 -0.55812 0.0641 -0.0881 -0.0755
N -1.21488 0.50734 -0.95944 0.3341 0.4462 -0.1455
H -3.92333 2.96963 -0.86878 0.0333 -0.0129 0.0276
H -4.16588 1.26275 0.16442 0.0253 -0.0059 -0.0713
H -3.82285 1.18911 -1.82532 0.0173 0.0752 0.0560


26
Properties=species:S:1:pos:R:3:forces:R:3 method="wB97M-V/def2-TZVPD" relative_energy_kj_mol=217.09 molar_mass_g_mol=131.2 gap_ha=0.36586 smiles="CC(N)=O.CCCCC" homo_ev=-9.24
C 0.74361 1.52729 3.15262 1.2919 1.2482 -0.1779
C 1.22602 0.20593 2.52219 -1.3535 -0.7392 0.3092
C 0.76713 0.16697 1.02437 0.4323 -0.5831 1.0090
C 1.27804 -1.07810 0.26861 0.1701 -0.2257 0.4378
C 1.02758 -1.07788 -1.24488 0.6020 2.4441 2.4273
C -1.47099 -0.40820 -2.26353 -1.9012 1.4529 -2.4723
C -1.92795 1.04008 -2.62489 0.0972 -0.7435 1.0225
H 1.22274 2.32066 2.49813 -0.7975 -0.4625 0.7747
H -0.36884 1.69650 3.14337 1.1073 -0.4222 0.0276
H 1.17151 1.73030 4.17924 -0.6931 -0.4405 -0.9470
H 0.82435 -0.65191 3.15115 0.1837 0.6968 -1.0462
H 2.30212 0.05453 2.55961 0.2250 0.4702 0.1166
H -0.33193 0.17148 1.07031 0.1694 0.1134 -0.4659
H 1.12271 1.10156 0.55993 -0.1769 -0.2660 -0.0271
H 0.71440 -1.94652 0.70332 0.7273 0.4448 -0.2262
H 2.37063 -1.21163 0.44190 -0.6427 -0.0290 0.3111
H 1.65304 -0.24493 -1.72972 -0.9035 -1.2219 0.4795
H 1.31557 -2.03298 -1.61683 -0.0296 -0.6169 -0.7329
H -0.05022 -0.84744 -1.39086 3.5389 -0.9304 1.6914
H -1.92023 -2.06367 -1.22330 -0.3622 1.4741 0.2528
H -2.96218 -0.68812 -0.87109 0.0215 0.0319 0.0255
H -1.01335 1.52920 -2.90694 0.2855 0.4727 -0.0499
H -2.43395 1.57801 -1.80987 0.3414 -0.2188 -0.0413
H -2.60106 1.09231 -3.47191 -0.0578 -0.4749 -0.2569
N -2.09080 -1.03145 -1.23417 0.1341 -1.7136 -0.0630
O -0.56795 -0.93200 -2.88677 -2.4097 0.2391 -2.3782


15
Properties=species:S:1:pos:R:3:forces:R:3 method="wB97M-V/def2-TZVPD" spin_multiplicity=8 molar_mass_g_mol=397.6 gap_ha="0.14294 / 0.31794" s2=15.758 homo_ev="-6.23 / -10.95"
V -2.78950 -1.03363 1.71302 1.2428 2.7081 0.8649
V -1.28891 2.07290 2.04698 -3.2854 -5.2143 -0.7786
F -0.80059 0.08325 1.21143 -0.7371 1.1932 0.6609
F -3.29441 1.39980 1.10914 2.1410 0.5002 0.8065
F -2.32594 0.39411 3.52618 0.6860 0.6036 -1.6342
C -0.90079 -0.36804 -2.08113 0.1544 0.8124 -0.6907
Cl 0.11604 -1.38646 -3.06805 0.3366 -0.9471 0.3095
Cl -2.18561 0.17508 -3.16131 -0.5646 0.1172 0.4338
Cl 0.09383 1.02646 -1.61938 0.0284 0.4244 0.2869
H -1.28643 -0.80372 -1.15941 0.0968 -0.1910 -0.3341
C 2.79997 -0.29110 0.27644 0.4135 -0.7044 0.6637
Cl 3.17393 -1.31553 1.77393 -0.5999 0.7489 -1.3008
Cl 3.51038 -1.00004 -1.15480 0.4891 -0.1276 -0.1336
Cl 3.43356 1.33878 0.58250 -0.4090 -0.2158 -0.1704
H 1.74444 -0.29188 0.00447 0.0072 0.2921 1.0162


71
Properties=species:S:1:pos:R:3:forces:R:3 method="wB97M-V/def2-TZVPD" molar_mass_g_mol=541.9 gap_ha=0.23958 charge=+1 homo_ev=-9.95
C -0.57623 2.06377 1.15381 -1.4730 0.1353 -0.4673
C -1.68278 1.14283 1.24468 0.1898 0.7639 -0.7034
C -2.21674 0.95470 -0.08529 0.3653 1.1662 0.8051
C -1.55197 1.89036 -0.94214 0.1076 0.1137 0.9822
C -0.54408 2.56277 -0.18821 -0.8505 -0.6916 0.3159
Zr -0.00138 -0.04403 0.01541 -0.5256 -0.9694 -0.1690
C 0.28124 -1.40626 -3.84636 0.7132 0.3166 0.9233
C 1.11069 -0.67673 -3.05310 0.4145 -0.7942 -0.1447
H 2.20368 -0.87324 -3.09467 -0.7884 -0.6775 0.4475
C 0.74356 0.38462 -2.09788 -0.4862 1.1270 -0.3018
H 0.00201 1.09817 -2.49948 0.6321 -0.3549 -0.0642
H 1.63504 0.97836 -1.78062 -0.4374 -0.1456 -0.3341
C 0.68065 -2.81737 -4.24880 0.3806 0.5664 -0.6663
H 1.45118 -3.19805 -3.56837 -0.1779 0.0485 -0.2654
H -0.19124 -3.48152 -4.20041 0.1722 0.1437 -0.0010
H 1.07486 -2.84878 -5.27997 -0.2010 -0.1719 0.2668
C -1.06590 -0.88813 -4.28348 -0.2548 -0.3773 0.4234
H -1.65035 -0.45045 -3.44912 0.2014 -0.2713 -0.3476
H -0.95058 -0.09855 -5.04261 -0.0432 -0.2875 0.1647
H -1.62374 -1.73293 -4.71081 -0.1416 0.4843 0.0490
C -2.38960 0.84130 2.51772 -0.1291 -0.4509 0.4077
H -1.66932 0.63066 3.31725 -0.3151 0.0802 -0.0155
H -3.02124 1.68875 2.83018 0.3070 -0.0775 -0.1877
H -3.03917 -0.03155 2.41139 0.1186 0.3202 0.0849
C -3.44613 0.18123 -0.42506 -0.1162 -0.4085 -0.1944
H -3.40183 -0.83356 -0.00916 -0.1260 0.1538 -0.0033
H -4.34513 0.67838 -0.02667 0.2764 -0.1544 -0.1200
H -3.55685 0.08566 -1.51299 -0.0646 0.0311 0.2791
C -2.03394 2.32910 -2.28366 0.1128 -0.1399 -0.4638
H -2.55655 1.51992 -2.80780 0.1213 0.2662 0.0564
H -2.74417 3.16753 -2.17401 0.2441 -0.3015 0.0701
H -1.21377 2.68332 -2.92384 -0.2278 -0.0895 0.1265
C 0.15153 3.79661 -0.64491 0.5470 0.1156 -0.3171
H 0.78793 3.60195 -1.52285 -0.1362 0.1782 0.1425
H -0.58621 4.56348 -0.93815 0.2496 -0.3173 0.1046
H 0.77348 4.22359 0.15264 -0.1596 -0.0570 -0.2437
C 0.04882 2.72391 2.33752 0.2838 -0.0431 0.2773
H 1.03201 3.14364 2.09566 -0.2188 -0.0465 0.1481
H -0.59689 3.54584 2.69480 0.2363 -0.3136 -0.1124
H 0.17745 2.00965 3.16160 -0.0007 0.2498 -0.1299
C -0.86109 -2.07292 1.14587 3.2187 -3.1157 -0.1298
C -0.94668 -3.48823 0.53429 -2.0629 3.5762 -1.1338
C -1.74056 -2.03373 2.23026 -1.6809 0.1356 -0.1567
C -2.26385 -3.76007 0.14249 -0.9500 -0.2763 0.7184
H -0.22348 -4.21015 0.18617 0.9175 0.9114 -0.5563
C -3.04948 -2.57403 2.09272 0.6128 -0.7791 -0.2623
H -1.44578 -1.54715 3.17134 -0.4909 0.4365 -0.7710
C -3.35548 -3.29967 0.92645 0.6938 0.6864 -0.0714
H -2.48275 -4.29177 -0.79559 0.2528 -0.5176 0.8435
H -3.79271 -2.40098 2.86054 0.0093 -0.0628 0.0268
H -4.37775 -3.50830 0.60709 0.2905 -0.0214 0.2764
N 9.59630 -1.63382 4.96129 -2.3463 0.8258 -1.1063
C 8.58752 -1.27946 4.48298 2.1894 -0.8471 1.1030
C 7.35563 -0.83991 3.88204 -0.3769 0.1855 -0.1510
C 6.41664 -1.77580 3.41985 -0.2609 0.0962 -0.0465
C 5.24577 -1.34325 2.79001 0.5643 0.2490 0.1615
C 5.05191 0.02798 2.60003 0.9771 -0.4301 0.4295
C 5.95868 0.97208 3.08864 0.1398 -0.3251 0.1789
C 7.10725 0.53474 3.74862 -0.2021 -0.0415 -0.1683
N 3.95627 0.46567 1.83607 -1.0505 0.6095 -0.5207
C 3.83637 1.72834 1.24631 -0.1019 -0.5944 -0.0264
C 2.66700 1.73913 0.57566 -0.3546 -0.7662 0.3226
N 2.01331 0.51202 0.78691 1.2719 -0.0654 0.4712
C 2.84730 -0.23913 1.53169 -0.3918 1.0453 -0.4278
H 6.60688 -2.84382 3.54414 -0.0488 0.3836 -0.0336
H 4.51401 -2.05611 2.41177 0.3850 0.0723 0.1241
H 5.77387 2.03874 2.95782 0.1315 -0.3707 0.1470
H 7.81667 1.26083 4.14954 -0.1990 -0.2755 -0.1739
H 4.58627 2.48809 1.33870 0.1133 -0.0337 -0.0696
H 2.24742 2.51063 -0.05309 0.0309 -0.1344 0.1989
H 2.66117 -1.25934 1.84824 -0.0809 0.3235 -0.0188


19
Properties=species:S:1:pos:R:3:forces:R:3 method="wB97M-V/def2-TZVPD" relative_energy_kj_mol=480.18 molar_mass_g_mol=122.2 gap_ha=0.32906 smiles="C=C1C(=C)N1/C(C)=N/C" homo_ev=-8.22
C 2.04050 -0.34938 -0.04515 -0.0173 -2.6297 -0.1413
C 1.70477 1.00589 0.14715 -0.1969 2.9335 -0.7486
C -0.61498 -0.17025 0.01783 -1.9240 -0.1259 0.0811
C 2.63502 -1.53209 -0.21167 -0.5810 3.4021 0.2782
C 1.96186 2.32469 0.06482 -2.5071 -0.7450 0.9358
C -1.04512 -1.60883 0.22098 0.6085 -0.1850 -2.9044
C -2.84676 0.81367 -0.11748 2.5676 0.3251 -1.5084
N 0.73317 0.04649 0.18227 -0.1620 0.3925 0.5885
N -1.38164 0.81032 -0.21719 0.6027 0.9792 0.7443
H 2.05105 -2.36333 -0.24065 -1.4663 -2.2756 -0.0984
H 3.64896 -1.59001 -0.32111 2.4074 -0.2275 -0.2811
H 1.22435 3.16092 0.28287 0.9378 -1.5537 -0.5271
H 2.93774 2.54570 -0.19081 1.8692 0.7588 -0.1864
H -1.35023 -2.05072 -0.86059 1.3585 0.5465 2.5059
H -1.94163 -1.70027 0.74651 -1.4924 0.2105 1.0137
H -0.27461 -2.08552 0.82350 0.0266 -0.6808 -0.6363
H -3.18427 0.03870 0.51019 -1.0933 -1.5727 -0.1433
H -3.16766 1.68836 0.36402 -0.0188 1.5398 0.8802
H -3.13049 1.01565 -1.15549 -0.9195 -1.0923 0.1478


| no. | E_tot (a.u.) |
| --- | --- |
| 1 | -714.81183 |
| 2 | -3685.67328 |
| 3 | -406.84765 |
| 4 | -5026.03820 |
| 5 | -1413.82191 |
| 6 | -382.06927 |